Entry 1:
A molecular structure, C29H39B2F8N7O4S5Tc in a non-equilibrium geometry. Source: the Open Molecules 2025 dataset; level of theory: ωB97M-V with the def2-TZVPD basis set.

Properties
<S²>: 0.76
HOMO energy (alpha / beta): -14.1 / -14.1 eV
spin multiplicity: 2
energy above the lowest of the compared OMol25 structures with the same formula, charge and spin: 31.1 kcal/mol
Kohn-Sham gap (alpha / beta): 6.16 / 6.58 eV
charge: +2

CARTESIAN COORDINATES (ANGSTROEM)
Tc -0.90 -0.85 -2.83
C -2.78 -4.53 0.46
C -2.05 -3.29 0.88
C -1.79 -2.97 2.17
C -1.12 -1.77 2.51
N -0.75 -0.92 1.58
N -0.99 -1.24 0.30
B -0.67 -0.15 -0.77
N 0.86 0.31 -0.74
N 1.67 -0.22 0.16
C 2.94 0.14 0.15
C 3.40 1.14 -0.73
C 2.56 1.68 -1.67
C 3.02 2.73 -2.64
C 1.27 1.16 -1.68
S 0.05 1.56 -2.89
C 3.83 -0.56 1.16
C 3.41 -0.11 2.56
C 3.64 -2.07 1.00
C 5.31 -0.23 0.94
N -1.57 1.09 -0.50
N -1.18 1.85 0.53
C -1.88 2.91 0.83
C -3.05 3.23 0.09
C -3.45 2.46 -0.96
C -4.66 2.77 -1.78
C -2.63 1.35 -1.27
S -2.91 0.40 -2.68
C -1.40 3.74 2.01
C -2.04 3.14 3.27
C -1.82 5.21 1.86
C 0.13 3.66 2.13
C -1.60 -2.36 -0.09
S -1.94 -2.61 -1.76
C -0.80 -1.44 3.96
C -1.90 -1.94 4.90
C -0.63 0.07 4.16
C 0.51 -2.17 4.28
H -3.13 -5.08 1.34
H -2.12 -5.19 -0.11
H -3.63 -4.29 -0.17
H -2.13 -3.63 2.96
H 4.43 1.46 -0.68
H 3.84 3.30 -2.20
H 2.21 3.42 -2.90
H 3.38 2.27 -3.56
H 2.35 -0.31 2.73
H 3.58 0.96 2.70
H 3.99 -0.64 3.31
H 2.59 -2.35 1.11
H 4.22 -2.60 1.76
H 3.98 -2.41 0.02
H 5.53 0.83 1.13
H 5.65 -0.49 -0.06
H 5.91 -0.80 1.65
H -3.62 4.10 0.36
H -5.18 3.64 -1.39
H -5.35 1.92 -1.79
H -4.38 2.96 -2.82
H -3.13 3.25 3.25
H -1.67 3.66 4.16
H -1.80 2.08 3.37
H -2.90 5.34 1.93
H -1.47 5.64 0.92
H -1.38 5.78 2.68
H 0.47 2.63 2.24
H 0.45 4.23 2.99
H 0.61 4.09 1.24
H -2.89 -1.61 4.57
H -1.73 -1.53 5.89
H -1.91 -3.03 5.00
H -1.61 0.55 4.26
H -0.10 0.55 3.34
H -0.09 0.25 5.09
H 0.42 -3.25 4.12
H 0.77 -2.01 5.33
H 1.34 -1.81 3.67
F 2.53 -4.69 -2.98
C 1.29 -4.32 -3.21
F 0.58 -4.42 -2.10
F 0.76 -5.04 -4.17
S 1.39 -2.53 -3.78
O 1.16 -1.69 -2.59
O 2.59 -2.41 -4.51
N 0.01 -2.34 -4.62
S -0.06 -1.29 -5.81
O 0.89 -1.37 -6.85
O -0.25 0.08 -5.15
C -1.80 -1.58 -6.41
F -2.63 -1.52 -5.38
F -1.83 -2.77 -6.96
F -2.07 -0.64 -7.28
F 0.95 2.11 -5.46
B 0.90 1.06 -4.66
F 2.03 0.35 -4.45

---

Entry 2:
A single C4H6O3S molecule in a non-equilibrium geometry. Source: the Open Molecules 2025 dataset; level of theory: ωB97M-V with the def2-TZVPD basis set.

Properties
SMILES: C#CCS(=O)(=O)OC
HOMO energy: -10.3 eV
energy above the lowest of the compared OMol25 structures with the same formula, charge and spin: 72.0 kcal/mol
Kohn-Sham gap: 11.02 eV
charge: 0

CARTESIAN COORDINATES (ANGSTROEM)
C -3.86 0.34 -0.26
C -2.81 -0.14 0.05
C -1.54 -0.67 0.40
S -0.29 0.85 0.08
O -0.36 1.34 -1.26
O -0.36 1.80 1.15
O 1.03 -0.09 0.25
C 2.27 0.44 -0.18
H -4.79 0.76 -0.53
H -1.18 -1.44 -0.28
H -1.42 -0.91 1.45
H 2.86 -0.40 -0.56
H 2.78 0.90 0.66
H 2.10 1.17 -0.97

---

Entry 3:
A molecular structure, C5H8O. Source: the Open Molecules 2025 dataset; level of theory: ωB97M-V with the def2-TZVPD basis set.

Properties
HOMO energy: -9.3 eV
energy above the lowest of the compared OMol25 structures with the same formula, charge and spin: 106.7 kcal/mol
Kohn-Sham gap: 9.99 eV
charge: 0

CARTESIAN COORDINATES (ANGSTROEM)
C 0.67 1.61 -0.39
O -0.21 2.04 0.45
C -1.32 0.80 1.28
C -0.93 -0.41 0.77
C -0.07 -0.85 -0.05
C 0.50 -2.05 -0.70
H 0.50 1.80 -1.46
H 1.73 1.63 -0.08
H 0.52 0.25 -0.44
H -1.05 1.05 2.30
H -2.26 1.23 0.95
H 1.57 -2.15 -0.49
H -0.01 -2.95 -0.34
H 0.37 -2.00 -1.79